This record from the Open Molecules 2025 dataset describes a molecular structure, C3HAlFO2 in a non-equilibrium geometry. The level of theory is ωB97M-V/def2-TZVPD.

Element x y z (Å)
H (-1.405, -0.395, 1.191)
O (0.530, -1.160, 0.094)
O (0.342, 0.951, -0.123)
C (-0.807, -0.966, 0.128)
C (-0.959, 0.421, -0.018)
C (1.185, -0.021, -0.160)
F (-1.841, 1.028, -0.749)
Al (2.955, 0.141, -0.363)

Output
**Spin multiplicity**: 1
**Relative energy (zero: lowest compared OMol25 entry of this formula, charge and spin)**: 271.6 kJ/mol
**DFT total energy**: -16488.225 eV
**Charge**: +3

Atom charges from the Löwdin analysis, given in e for atoms 1 to 4: H 0.39; O 0.22; O 0.28; C 0.36